[1]
# C48H53N9O2

A cluster of 9 separate species, C48H53N9O2 in total at a distorted geometry (ωB97M-V/def2-TZVPD, OMol25).

Last column: Löwdin charge in e.
Element x y z (Å)
C: 0.4315 3.2425 0.4545  -0.13
N: 1.0587 3.3401 1.7778  -0.12
C: 2.5297 3.4885 1.7017  -0.17
C: 3.1387 2.1163 1.2389  -0.13
C: 3.0321 0.9774 2.1716  -0.01
C: 3.5711 -0.3539 1.7246  -0.04
C: 4.1760 -0.4353 0.3803  -0.02
C: 4.2684 0.6944 -0.5174  -0.06
C: 3.7386 2.0163 -0.0820  -0.03
C: 3.8413 3.1748 -1.1123  -0.28
O: 4.1662 4.3120 -0.8625  0.11
C: 3.5294 2.7592 -2.5939  -0.07
C: 2.7355 3.6194 -3.4624  0.00
C: 2.4621 3.1682 -4.8325  -0.05
C: 3.0296 1.8946 -5.2822  -0.07
C: 3.8297 1.0093 -4.4278  0.00
C: 4.0710 1.4510 -3.0228  -0.06
C: 4.8647 0.6102 -1.9664  -0.28
O: 5.8491 -0.0334 -2.2281  0.12
H: -0.6489 2.9508 0.6161  0.08
H: 0.4124 4.2064 -0.1174  0.09
H: 0.8665 2.4540 -0.2240  0.06
H: 0.8103 2.5635 2.3887  0.08
H: 2.9332 3.7256 2.7301  0.13
H: 2.7954 4.3570 1.0535  0.11
H: 2.5228 1.1071 3.1807  0.10
H: 3.4910 -1.2624 2.3745  0.09
H: 4.5689 -1.4217 0.0494  0.12
H: 2.3632 4.5811 -3.0281  0.12
H: 1.8325 3.8292 -5.4725  0.11
H: 2.7997 1.5903 -6.3342  0.09
H: 4.2593 0.0420 -4.7760  0.12
C: 0.3219 3.0212 7.0171  -0.10
C: 1.4972 2.2420 7.1647  -0.10
C: 1.4422 1.2370 6.2345  -0.15
N: 0.2721 1.3761 5.5333  -0.01
C: -0.4118 2.4663 6.0023  -0.14
H: 0.0460 3.8920 7.5906  0.09
H: 2.2948 2.4010 7.8732  0.09
H: 2.1275 0.4356 6.0083  0.09
H: -0.0357 0.7731 4.7905  0.13
H: -1.3601 2.7499 5.5747  0.11
C: -1.3355 2.7312 -8.1112  -0.11
C: -0.4242 2.8595 -9.1913  -0.11
C: 0.4997 1.8544 -9.0679  -0.15
N: 0.1840 1.1261 -7.9517  0.00
C: -0.9366 1.6517 -7.3661  -0.15
H: -2.1881 3.3590 -7.9046  0.09
H: -0.4445 3.6045 -9.9712  0.09
H: 1.3526 1.5952 -9.6746  0.10
H: 0.6952 0.3289 -7.6149  0.14
H: -1.3505 1.2137 -6.4719  0.10
C: -4.7355 1.3246 -0.5279  -0.11
C: -4.4501 2.6498 -0.1071  -0.13
C: -3.7653 2.5639 1.0771  -0.15
N: -3.6298 1.2377 1.3906  0.00
C: -4.2142 0.4759 0.4142  -0.14
H: -5.2624 1.0275 -1.4211  0.09
H: -4.7165 3.5627 -0.6162  0.09
H: -3.3646 3.3289 1.7234  0.11
H: -3.1719 0.8790 2.2097  0.14
H: -4.2094 -0.6005 0.4755  0.11
C: 0.8673 -2.4478 -2.0736  -0.11
C: 0.9739 -1.5515 -3.1693  -0.13
C: 1.0540 -0.2810 -2.6543  -0.13
N: 0.9958 -0.3789 -1.2908  0.03
C: 0.8874 -1.6946 -0.9288  -0.14
H: 0.7865 -3.5228 -2.1206  0.10
H: 0.9908 -1.8089 -4.2177  0.09
H: 1.1481 0.6801 -3.1357  0.10
H: 1.0286 0.3981 -0.6516  0.11
H: 0.8328 -1.9794 0.1098  0.11
C: 2.0644 -4.5701 5.8352  -0.12
C: 3.4578 -4.6753 5.5992  -0.12
C: 3.8904 -3.4537 5.1575  -0.13
N: 2.8113 -2.6081 5.1111  0.00
C: 1.6955 -3.2878 5.5314  -0.13
H: 1.4057 -5.3473 6.1909  0.09
H: 4.0762 -5.5494 5.7379  0.09
H: 4.8715 -3.1114 4.8694  0.11
H: 2.8323 -1.6469 4.8190  0.12
H: 0.7362 -2.7976 5.5764  0.11
C: -8.3854 6.3767 1.6156  -0.12
C: -7.2245 5.5746 1.7666  -0.11
C: -7.2971 4.5709 0.8351  -0.14
N: -8.4596 4.7335 0.1308  0.00
C: -9.1260 5.8350 0.5970  -0.15
H: -8.6472 7.2526 2.1885  0.09
H: -6.4258 5.7179 2.4776  0.09
H: -6.6263 3.7574 0.6141  0.08
H: -8.7746 4.1369 -0.6139  0.14
H: -10.0672 6.1357 0.1655  0.10
C: 1.3458 -9.4518 3.3934  -0.12
C: 0.7190 -9.7310 4.6348  -0.12
C: 1.1448 -8.7830 5.5293  -0.14
N: 2.0083 -7.9448 4.8767  0.01
C: 2.1318 -8.3427 3.5733  -0.14
H: 1.2323 -10.0012 2.4720  0.09
H: 0.0328 -10.5356 4.8480  0.09
H: 0.9100 -8.6331 6.5710  0.10
H: 2.4778 -7.1584 5.2902  0.10
H: 2.7677 -7.8042 2.8891  0.11
C: -2.6596 -4.5516 -5.4767  -0.12
C: -3.2834 -4.8049 -4.2289  -0.12
C: -2.8474 -3.8438 -3.3523  -0.14
N: -1.9814 -3.0234 -4.0213  0.01
C: -1.8652 -3.4446 -5.3177  -0.15
H: -2.7799 -5.1160 -6.3881  0.09
H: -3.9743 -5.6010 -3.9994  0.09
H: -3.0771 -3.6743 -2.3125  0.10
H: -1.5033 -2.2318 -3.6216  0.12
H: -1.2278 -2.9224 -6.0134  0.10

Calculated values
HOMO = -8.2 eV
calculated total energy = -2503.98399 Eh
charge = 0

***

[2]
# C48H54BaBr4N4O2SSi2

A structure of composition C48H54BaBr4N4O2SSi2 at a distorted geometry (ωB97M-V/def2-TZVPD, OMol25).

Last column: Löwdin charge in e.
Element x y z (Å)
Ba: 0.0386 0.6548 0.4252  1.80
C: 2.7588 1.3742 0.6486  -0.42
Si: 3.6825 1.5149 -0.9079  0.54
C: 3.7233 -0.2089 -1.7415  -0.24
N: 2.3629 -0.7451 -1.8975  -0.21
C: 1.5938 -0.1888 -3.0228  -0.17
C: 1.3696 -1.1892 -4.1672  -0.18
C: 2.6156 -2.0490 -4.3697  -0.20
C: 2.9106 -2.8690 -3.0995  -0.17
C: 2.2823 -2.1932 -1.8655  -0.21
C: 3.0162 2.8481 -2.0807  -0.25
C: 2.1737 3.8321 -1.5591  -0.07
C: 1.6464 4.8346 -2.3624  -0.06
C: 1.9464 4.8676 -3.7168  -0.09
C: 2.7970 3.9087 -4.2533  -0.11
C: 3.3282 2.9188 -3.4392  -0.12
C: 5.4985 2.0728 -0.6148  -0.22
C: 5.8223 3.4338 -0.6202  -0.10
C: 7.0432 3.8983 -0.1536  -0.11
C: 7.9857 3.0053 0.3392  -0.13
C: 7.6958 1.6476 0.3452  -0.12
C: 6.4700 1.1960 -0.1229  -0.11
H: 2.7165 2.3290 1.1898  -0.05
H: 3.2447 0.6412 1.3082  -0.05
H: 4.2379 -0.8554 -1.0214  0.08
H: 4.3146 -0.2530 -2.6750  0.08
H: 2.1235 0.6780 -3.4127  0.09
H: 0.6174 0.1638 -2.6651  0.09
H: 1.1299 -0.6370 -5.0786  0.11
H: 0.5163 -1.8368 -3.9486  0.09
H: 3.4604 -1.3909 -4.5938  0.10
H: 2.4893 -2.7122 -5.2296  0.10
H: 3.9898 -2.9655 -2.9582  0.10
H: 2.5054 -3.8812 -3.1914  0.10
H: 2.7623 -2.5540 -0.9541  0.11
H: 1.2229 -2.4595 -1.7914  0.10
H: 1.9230 3.8005 -0.5026  0.09
H: 0.9931 5.5878 -1.9379  0.09
H: 1.5160 5.6342 -4.3501  0.10
H: 3.0415 3.9320 -5.3100  0.09
H: 4.0041 2.1876 -3.8761  0.10
H: 5.0899 4.1423 -0.9935  0.09
H: 7.2621 4.9606 -0.1642  0.09
H: 8.9331 3.3641 0.7257  0.08
H: 8.4248 0.9410 0.7281  0.09
H: 6.2573 0.1312 -0.0931  0.09
C: 0.4155 -2.0897 1.5325  -0.38
Si: -1.0568 -3.1280 1.4645  0.53
C: -1.6870 -3.0241 -0.3387  -0.25
N: -1.8536 -1.6277 -0.7574  -0.24
C: -3.0756 -1.0115 -0.2145  -0.25
C: -3.7920 -0.1298 -1.2305  -0.19
C: -4.1682 -0.9616 -2.4605  -0.19
C: -2.9386 -1.7117 -3.0227  -0.16
C: -1.6932 -1.3930 -2.1883  -0.22
C: -0.9095 -5.0277 1.7897  -0.21
C: -0.3852 -5.8844 0.8160  -0.11
C: -0.2347 -7.2458 1.0363  -0.12
C: -0.5936 -7.7951 2.2599  -0.13
C: -1.0825 -6.9632 3.2580  -0.11
C: -1.2302 -5.6031 3.0234  -0.10
C: -2.3542 -2.6500 2.7672  -0.27
C: -3.7106 -2.9580 2.6726  -0.11
C: -4.6010 -2.6281 3.6848  -0.11
C: -4.1428 -2.0002 4.8342  -0.12
C: -2.7937 -1.7043 4.9604  -0.13
C: -1.9169 -2.0193 3.9322  -0.14
H: 1.1633 -2.4335 0.8044  -0.07
H: 0.9082 -2.0566 2.5133  -0.06
H: -2.5767 -3.6527 -0.5409  0.09
H: -0.8688 -3.4461 -0.9342  0.07
H: -2.8311 -0.4262 0.6785  -0.05
H: -3.7817 -1.7953 0.0950  0.11
H: -3.1631 0.7172 -1.5128  0.06
H: -4.6947 0.2717 -0.7657  0.11
H: -4.6094 -0.3191 -3.2262  0.09
H: -4.9371 -1.6833 -2.1664  0.10
H: -2.7457 -1.4229 -4.0594  0.10
H: -3.1091 -2.7916 -3.0170  0.10
H: -1.4229 -0.3424 -2.3329  0.09
H: -0.8499 -1.9935 -2.5357  0.08
H: -0.0845 -5.4683 -0.1409  0.09
H: 0.1567 -7.8853 0.2522  0.09
H: -0.4912 -8.8605 2.4330  0.08
H: -1.3627 -7.3804 4.2196  0.09
H: -1.6120 -4.9668 3.8150  0.09
H: -4.0809 -3.4734 1.7919  0.10
H: -5.6551 -2.8618 3.5827  0.09
H: -4.8353 -1.7385 5.6258  0.09
H: -2.4278 -1.2228 5.8603  0.09
H: -0.8639 -1.7745 4.0293  0.09
Br: -1.2814 7.7646 -0.8100  0.63
C: -1.3185 5.8645 -0.9064  -0.81
C: -1.9159 5.2309 -1.9764  -0.79
Br: -2.7463 6.2417 -3.3522  0.63
C: -1.8872 3.8280 -2.0394  -0.62
Br: -2.6281 2.9098 -3.5366  0.71
C: -1.3245 3.0178 -1.0513  -0.46
O: -1.2748 1.7318 -1.1348  -0.46
C: -0.7534 3.6824 0.1177  -0.49
O: -0.2827 2.9679 1.0828  -0.38
C: -0.7296 5.0841 0.1056  -0.65
Br: 0.2872 5.9386 1.4754  0.70
C: -0.8399 1.8101 4.1756  -0.02
N: -1.8556 2.7146 3.7065  -0.12
C: -1.8633 4.0883 3.8469  -0.09
C: -2.9103 4.5627 3.1515  -0.09
N: -3.5333 3.4674 2.5799  0.07
C: -2.8754 2.3213 2.9020  -0.79
S: -3.2887 0.7712 2.4524  0.74
H: -0.2516 2.2811 4.9597  0.09
H: -0.1998 1.5143 3.3464  0.07
H: -1.3243 0.9106 4.5546  0.07
H: -1.1071 4.6146 4.3992  0.11
H: -3.2398 5.5734 2.9984  0.11
H: -4.2677 3.4886 1.8982  0.14

Calculated values
energy relative to the best compared isomer or geometry (same formula, charge and spin) = 0.971 eV
HOMO = -1.7 eV
calculated total energy = -13529.84185 Eh
charge = -2